1.
{
  "formula": "C19H43O2P3SY",
  "method": "ωB97M-V with the def2-TZVPD basis set",
  "symbols": ["H", "C", "H", "H", "C", "H", "H", "C", "H", "H", "H", "H", "H", "H", "H", "H", "H", "H", "H", "P", "H", "H", "H", "H", "H", "H", "H", "H", "H", "H", "C", "C", "H", "S", "C", "H", "O", "H", "C", "C", "C", "H", "H", "H", "Y", "P", "H", "C", "C", "H", "H", "O", "H", "C", "H", "P", "C", "H", "C", "C", "C", "H", "H", "C", "H", "H", "C", "H", "C"],
  "xyz": [[-0.81192, 1.01379, -4.24352], [5.57745, 2.11216, -0.91306], [2.94092, 0.21683, 2.71406], [-0.89114, -2.04199, -2.44928], [-3.79861, -0.71863, 0.37869], [-1.11576, -3.37076, 0.64859], [-0.15472, 2.10565, -2.99652], [0.51169, -0.84093, 4.25913], [-2.92253, 1.39315, -3.70238], [-3.40172, 1.82795, -2.04621], [1.24742, -3.14897, 1.39356], [3.08795, -1.47533, 3.29259], [6.69056, 0.27662, -0.89022], [3.00389, 1.46675, -4.66995], [-1.00983, 3.72977, 3.58431], [3.05043, 2.32605, -2.31114], [-2.92947, -0.67465, 3.21901], [5.46850, 2.21083, 0.16726], [-2.05022, -2.89305, -0.76837], [0.86016, -1.02320, 2.46682], [3.11053, -1.10343, 1.52863], [0.49750, -1.11545, -0.30537], [1.40168, -3.27928, 3.17513], [3.01954, -1.70413, -0.81396], [0.60186, 0.51848, -3.27910], [-4.37685, 2.30228, 0.88529], [1.04569, -1.62486, 4.81621], [-1.41367, -1.22906, -3.94808], [-4.88828, 2.50667, 2.57621], [3.06236, -0.98397, -5.09306], [2.98320, 1.26072, -2.54100], [-2.63901, -1.58630, 2.68669], [-2.16637, 4.68669, 2.58360], [-2.50245, 2.28467, 2.44553], [-3.08327, 0.99952, -2.69005], [-2.67983, 3.96614, 4.15003], [-1.49946, 2.22364, 1.22271], [-3.80547, -0.46144, -0.68489], [-4.13614, 2.79881, 1.82807], [-0.35222, 1.05612, -3.24831], [3.02071, -0.62052, -4.06103], [-1.85485, -2.08709, 3.25804], [-4.47809, -1.56836, 0.53565], [6.19188, 0.87113, -2.56439], [0.12627, 0.82979, 0.38825], [-2.11498, -1.17926, 0.97390], [-4.17932, 0.14267, 0.93934], [2.68194, -0.82850, 2.50103], [-2.03999, -2.89119, 0.32308], [-2.63473, -1.79512, -2.77521], [-0.56557, -0.91469, 4.44825], [2.17410, 0.79636, -0.34344], [-2.90005, -3.46208, 0.69277], [3.00695, 0.76180, -3.83543], [0.85867, 0.14720, 4.58715], [-1.50744, 0.29193, -2.05243], [0.80920, -2.85513, 2.35357], [3.16187, -2.57673, -3.13367], [2.99717, -1.02166, -1.67115], [3.05965, -1.50090, -2.97492], [-1.63159, -1.35767, -2.87797], [-3.88132, 0.24791, -2.73601], [-3.50769, -2.25605, 2.63861], [2.77146, 0.36317, -1.45943], [5.16659, 2.94500, -1.49426], [-0.20984, -3.24919, 2.41164], [6.15526, 1.03836, -1.47484], [-4.15773, 3.88710, 1.71133], [-2.05091, 3.83386, 3.26391]],
  "forces_ev_per_a": [[0.196, 0.062, 0.172], [-0.215, -0.354, -0.167], [0.080, -0.243, -0.025], [-0.137, -0.027, -0.228], [0.086, 0.248, -0.240], [-0.194, -0.076, -0.124], [0.003, -0.113, -0.123], [-0.432, 0.598, -0.077], [0.013, -0.155, 0.279], [-0.120, -0.114, -0.250], [-0.063, -0.164, 0.169], [-0.014, 0.232, -0.272], [-0.489, 0.357, -0.094], [0.172, -0.303, 0.221], [-0.188, 0.017, -0.045], [-0.298, -0.319, -0.232], [0.048, -0.159, 0.001], [0.367, 0.015, -0.201], [-0.054, -0.045, 0.140], [1.373, -0.779, 1.082], [-0.020, 0.061, 0.315], [-0.064, -0.953, -0.175], [-0.103, 0.206, -0.234], [-0.033, 0.279, -0.363], [-0.317, 0.079, 0.054], [0.238, 0.029, 0.141], [-0.143, 0.261, -0.239], [-0.146, -0.002, 0.317], [0.373, -0.008, -0.067], [-0.054, 0.002, 0.452], [0.134, 0.528, -0.865], [0.208, 0.224, 0.336], [0.016, -0.346, 0.050], [0.264, 0.754, -0.483], [-0.259, 0.591, 0.533], [-0.019, -0.130, -0.150], [-0.075, -0.395, 0.454], [-0.053, -0.078, 0.232], [0.019, 0.218, -0.011], [0.235, 0.256, -0.034], [0.123, 0.412, -0.656], [-0.161, 0.038, -0.074], [0.205, 0.231, -0.008], [0.077, 0.402, 0.575], [-1.849, 0.728, 0.745], [-1.105, -0.735, 0.024], [0.057, -0.227, -0.102], [0.079, 0.172, -0.072], [0.318, 0.043, -0.246], [0.336, 0.138, 0.066], [0.325, 0.020, 0.128], [0.845, -0.518, -1.771], [0.188, 0.130, -0.079], [0.229, 0.877, 0.452], [-0.091, -0.241, 0.071], [-0.008, -0.286, -1.630], [-0.315, 0.023, -0.513], [-0.050, 0.356, -0.023], [-0.262, -1.114, -0.566], [0.290, -0.552, 1.403], [0.279, -0.260, 0.359], [0.263, 0.182, 0.120], [0.208, 0.171, -0.044], [-1.073, 0.591, 1.727], [0.184, -0.400, 0.054], [0.306, 0.032, 0.081], [0.040, -0.080, -0.181], [0.053, -0.254, -0.117], [0.174, -0.130, 0.024]],
  "lowdin_charge": [0.0666, -0.0566, 0.0576, 0.0292, -0.2414, 0.0212, 0.0618, -0.2370, 0.0658, 0.0469, 0.0514, 0.0721, 0.0707, 0.1431, 0.0666, 0.1348, 0.0358, 0.0623, 0.0223, 0.7182, 0.0314, 0.1373, 0.0755, 0.1220, 0.0129, 0.0513, 0.0760, 0.0673, 0.0881, 0.1458, -0.0070, -0.2628, 0.0833, 0.9268, -0.2427, 0.0871, -0.7265, 0.0046, -0.2035, -0.2841, 0.0133, 0.0205, 0.0763, 0.0688, 1.1969, 0.7134, 0.0257, -0.2665, -0.2473, 0.0596, 0.0319, -0.2495, 0.0745, -0.0342, 0.0591, 0.7546, -0.2546, 0.1382, 0.0137, -0.0061, -0.2547, 0.0565, 0.0730, -0.3477, 0.0597, 0.0262, -0.0374, 0.0737, -0.2118],
  "gap_ev": [4.74, 5.33],
  "total_charge": 3,
  "total_energy_ev": -64212.8496,
  "largest_force_ev_per_a": 2.12
}

---

2.
{
  "formula": "C19H43O2P3SYb",
  "method": "ωB97M-V with the def2-TZVPD basis set",
  "symbols": ["H", "H", "H", "H", "C", "Yb", "H", "H", "H", "H", "H", "C", "H", "C", "H", "P", "H", "H", "H", "C", "H", "H", "P", "C", "H", "C", "H", "S", "H", "C", "H", "H", "P", "C", "H", "H", "C", "H", "H", "H", "H", "C", "C", "C", "O", "H", "H", "C", "H", "H", "C", "H", "H", "H", "H", "C", "H", "H", "H", "H", "H", "C", "C", "H", "C", "O", "H", "C", "H"],
  "xyz": [[-1.81422, -2.88669, -2.83510], [-0.01865, 3.02497, -1.76930], [2.98232, -2.35662, 1.41187], [3.75206, 0.59172, -1.55209], [3.39166, 1.39571, 1.34230], [-0.07606, -0.32770, -0.35585], [1.17609, -3.36282, -4.11674], [-3.64927, 2.13696, 0.00824], [-4.02234, 2.29318, -1.74684], [-1.77603, -3.36351, 3.17163], [-0.74076, -2.24623, 4.15187], [-0.90148, 0.37321, -6.39730], [-0.90143, -4.41005, -2.53916], [-0.75639, 2.52595, -8.08601], [3.80278, -1.17626, -1.37144], [2.71352, -0.10097, 0.53703], [-0.59940, 3.40200, -8.70971], [-4.77983, -0.38516, -1.52924], [4.94326, -0.14842, -0.43939], [3.92319, -0.22422, -0.83912], [-3.59166, 0.73425, -3.45938], [-0.20339, 0.25246, 3.14257], [-2.52461, 0.45832, -1.30787], [-1.72736, -2.39168, 3.68553], [3.13768, -1.13164, 2.69829], [-3.91271, -0.65004, -0.90465], [0.07014, -1.09438, -5.64197], [-2.11505, -1.05218, 2.52539], [2.04538, -1.85332, -3.68156], [0.24304, 3.06616, 0.34745], [-2.39007, 1.46648, -5.31086], [2.53318, -3.18428, -1.15922], [0.41444, -2.42222, -1.97675], [-0.26192, 0.19482, -7.62955], [3.16971, 1.37027, 2.41709], [-4.16492, -0.54288, 0.16059], [-1.27521, 0.28864, 3.39056], [-2.50571, -2.35730, 4.46280], [4.50476, -1.42071, 1.57356], [-3.61872, -1.69415, -1.09544], [-1.72796, 1.23113, 3.04420], [-0.20742, 1.29713, -8.47816], [0.67345, 2.96463, -0.91897], [1.08232, -2.37283, -3.65214], [-1.21358, -1.21992, 1.25310], [1.52921, -4.57183, -1.72794], [0.92728, 3.02559, 1.20522], [3.40833, -1.37379, 1.66048], [-2.33989, -0.56146, -3.53554], [-1.83618, 1.14362, -3.49604], [1.52506, -3.61659, -1.18181], [0.17471, -0.77903, -7.84639], [-1.43214, 0.18257, 4.47242], [1.73521, 2.83436, -1.16416], [0.35475, -1.77509, -4.19479], [-1.11596, -3.39876, -2.15978], [0.26426, 1.18002, -9.45580], [-1.57998, -3.47165, -1.16654], [2.93172, 2.29383, 0.91072], [-0.81931, 3.21110, 0.58839], [1.17183, -3.76778, -0.15451], [-1.69464, 1.48872, -6.13270], [-3.23245, 2.10412, -1.00666], [-2.44013, 2.86085, -1.09500], [-1.52428, 2.61626, -6.92094], [-0.68940, -0.52702, -5.38930], [-1.99335, 3.55041, -6.64002], [-2.58645, 0.42988, -3.12646], [4.48097, 1.43424, 1.19732]],
  "forces_ev_per_a": [[0.098, -0.191, 0.145], [0.255, 0.089, 0.361], [0.248, 0.185, 0.153], [0.134, -0.142, 0.077], [-0.266, 0.332, 0.065], [0.775, 1.195, 0.999], [-0.021, 0.185, 0.203], [0.052, 0.137, -0.260], [0.129, 0.098, 0.345], [-0.068, 0.447, 0.062], [-0.308, -0.026, -0.319], [0.742, -2.030, 1.443], [-0.120, 0.341, 0.104], [0.158, 0.530, -0.258], [0.142, 0.187, 0.074], [1.307, 0.010, 0.358], [-0.101, -0.115, 0.050], [0.182, -0.163, 0.305], [-0.276, -0.063, -0.151], [-0.308, -0.048, -0.375], [0.305, -0.126, 0.000], [-0.374, -0.150, 0.128], [-1.069, 0.164, -0.478], [0.208, -0.111, -0.022], [0.086, -0.138, -0.280], [-0.018, -0.164, 0.103], [-0.544, 0.107, -0.125], [1.007, -0.262, -0.283], [-0.090, -0.131, 0.032], [-0.059, -0.308, -0.169], [0.151, 0.166, 0.079], [-0.139, -0.273, 0.073], [0.256, -1.434, -0.631], [0.448, 1.061, -1.302], [0.058, 0.090, -0.248], [-0.032, -0.099, -0.348], [-0.307, 0.329, 0.073], [0.163, 0.043, -0.275], [-0.381, 0.065, 0.055], [-0.207, 0.319, 0.073], [0.247, -0.307, 0.174], [0.533, -2.163, -0.110], [-0.127, -0.349, 0.274], [0.045, 0.176, -0.486], [-0.755, -0.273, 1.386], [0.049, 0.292, 0.227], [-0.271, 0.101, -0.437], [-0.307, -0.351, 0.086], [-0.159, 0.338, 0.174], [-0.241, -0.200, 0.159], [0.052, 0.044, 0.286], [0.077, 0.318, -0.231], [0.020, 0.083, -0.306], [-0.407, 0.155, 0.137], [0.262, -0.320, 0.181], [-0.133, -0.023, 0.024], [-0.048, 0.194, 0.329], [-0.005, -0.115, -0.264], [0.316, -0.126, 0.144], [0.475, 0.042, -0.165], [0.236, -0.182, -0.137], [-0.637, 1.904, -0.228], [0.076, 0.186, 0.111], [-0.366, -0.074, -0.004], [-0.604, -0.787, 1.046], [-0.242, 1.409, -1.944], [-0.111, -0.076, -0.121], [0.152, -0.013, -0.267], [-0.345, 0.015, 0.124]],
  "lowdin_charge": [0.0372, 0.0482, 0.0292, 0.0424, -0.2718, 0.8572, 0.0821, 0.0603, 0.0640, 0.0752, 0.0759, -0.2044, 0.0711, 0.0574, 0.0246, 0.7149, 0.1498, 0.0691, 0.0623, -0.2821, 0.0703, 0.0616, 0.7090, -0.2176, 0.0500, -0.2542, 0.1161, 0.9452, 0.0605, -0.0686, 0.1003, 0.0342, 0.6927, 0.0634, 0.0555, 0.0417, -0.2281, 0.0804, 0.0676, 0.0423, 0.0615, 0.0302, -0.0846, -0.2592, -0.7602, 0.0728, 0.0547, -0.2703, 0.0344, 0.0253, -0.2616, 0.1509, 0.0805, 0.0556, -0.0135, -0.2561, 0.1472, 0.0450, 0.0137, 0.0547, 0.0501, 0.0537, -0.2558, 0.0273, 0.0260, 0.0917, 0.1398, -0.3054, 0.0666],
  "gap_ev": [7.77, 3.76],
  "total_charge": 3,
  "total_energy_ev": -94701.2425,
  "multiplicity": 2,
  "largest_force_ev_per_a": 2.60
}

---

3.
{
  "formula": "C19H43OP3SY",
  "method": "ωB97M-V with the def2-TZVPD basis set",
  "symbols": ["H", "C", "H", "H", "H", "H", "C", "H", "H", "H", "H", "H", "S", "H", "H", "C", "H", "C", "H", "H", "H", "H", "C", "H", "H", "C", "C", "H", "C", "C", "H", "H", "H", "C", "C", "H", "H", "H", "H", "H", "C", "P", "H", "P", "O", "H", "P", "H", "H", "Y", "H", "H", "C", "H", "C", "C", "H", "H", "H", "C", "C", "H", "C", "H", "C", "H", "H", "H"],
  "xyz": [[3.83942, -0.12873, 1.65039], [-3.12637, 0.86595, 2.75645], [-2.80149, 3.53995, -1.96358], [0.96303, 0.25081, 4.38777], [-2.29497, -2.66126, -5.69183], [3.12778, 2.50588, 0.94571], [-1.57361, -1.13801, 3.92076], [2.84946, -1.09708, 2.78037], [-0.55079, -2.89424, -1.71000], [-0.68533, -1.77090, 3.82048], [4.07682, 0.66130, -0.31827], [1.64833, 3.30644, 1.54230], [-1.99936, -0.48691, 2.28500], [2.05343, -2.70546, -0.47999], [-2.57666, 1.65679, 3.28403], [0.14986, 3.46455, -1.77325], [-3.57207, 1.26564, 1.83666], [3.54348, 0.71131, -1.27601], [-3.95850, -1.02064, -4.84692], [3.35885, -2.45112, -1.67733], [1.06045, 3.75796, -1.23771], [1.76196, 0.25743, -3.63263], [-3.19049, -1.40629, -4.17874], [-0.11670, -5.10940, 0.17483], [-2.37323, 3.67795, 1.04443], [-2.26760, -2.34951, -4.64375], [-2.52474, 2.52450, -1.64341], [2.97827, 2.92408, 2.68413], [1.98165, -0.68838, -3.12071], [3.17382, -0.07875, 2.52218], [-2.38080, 1.91155, -2.54335], [2.95494, -1.06342, -3.47176], [-1.49312, -4.61299, 1.33988], [2.84181, -2.01434, -0.81189], [-1.27041, -2.49857, -2.43482], [-2.42178, -1.74557, 4.25958], [3.20969, 1.74638, -1.43915], [-1.38485, -0.31362, 4.61674], [1.76755, 1.85750, 4.40267], [-3.84608, -0.22364, -2.44894], [1.05963, 1.21223, 3.86527], [1.70300, 0.95268, 2.17615], [-0.60531, -3.63803, -4.13334], [2.08747, -0.41526, -1.31048], [-1.65812, -0.71970, -0.94748], [0.20240, -4.11952, 3.11095], [-0.99108, 2.59599, -0.64385], [-2.14231, 0.15835, -0.83290], [-3.91752, 0.45117, 3.39604], [-0.18820, 0.19055, 0.26462], [0.07482, 1.69813, 3.83280], [-3.36479, 2.11606, -1.06316], [-0.41529, -4.72416, 1.15830], [-1.47933, 4.88314, 0.08130], [-1.41043, 3.90049, 0.56709], [-3.13231, -0.94841, -2.85622], [4.23043, 0.42693, -2.08703], [3.55084, -1.87632, 0.01350], [-0.64252, 3.94254, 1.35066], [0.49728, -4.41184, 2.09473], [2.43600, 2.58245, 1.79339], [1.19435, -1.41347, -3.36143], [-1.31908, -2.90006, -3.77638], [3.70945, 0.35857, 3.37724], [-2.10551, -1.45778, -2.06858], [-0.32054, 4.36281, -2.19176], [1.57370, -4.44065, 1.88062], [0.44133, 2.80598, -2.60038]],
  "forces_ev_per_a": [[-0.150, 0.021, 0.339], [0.064, 0.191, -0.105], [0.117, -0.249, 0.142], [0.067, 0.288, -0.129], [0.011, 0.110, 0.434], [-0.135, 0.061, 0.220], [0.114, -0.187, 0.170], [0.179, 0.251, -0.017], [-0.119, 0.080, -0.379], [-0.229, 0.116, 0.042], [-0.147, 0.008, -0.293], [0.274, -0.056, 0.136], [-0.360, 0.085, 0.400], [0.300, -0.011, -0.098], [-0.218, -0.265, -0.114], [0.554, -0.386, -0.110], [0.004, -0.095, 0.283], [-0.224, 0.357, 0.166], [0.152, -0.114, 0.169], [-0.092, 0.134, 0.309], [-0.154, 0.001, -0.082], [0.020, -0.236, 0.035], [-0.124, -0.240, 0.224], [-0.113, 0.217, 0.404], [0.201, 0.047, -0.085], [0.053, 0.094, 0.037], [-0.165, -0.258, -0.163], [-0.064, 0.046, -0.276], [-0.531, 0.215, -0.138], [-0.088, -0.196, -0.102], [-0.026, 0.118, 0.155], [-0.319, 0.127, 0.167], [0.504, -0.325, 0.023], [-0.352, -0.185, 0.356], [0.177, 0.423, -0.413], [0.257, 0.179, -0.074], [0.227, -0.230, -0.038], [-0.041, -0.217, -0.199], [-0.226, -0.214, -0.019], [0.306, -0.144, -0.300], [-0.304, 0.027, -0.006], [1.042, 0.174, 0.893], [-0.243, 0.006, 0.040], [1.623, -0.517, -0.888], [-1.316, 1.138, 0.732], [0.110, -0.103, -0.446], [-0.981, 2.391, -0.866], [-0.606, -1.522, -1.033], [0.248, 0.106, -0.263], [1.487, -0.922, 1.534], [0.262, -0.045, 0.117], [0.124, 0.110, -0.103], [0.283, 0.431, 0.247], [0.045, -0.319, -0.008], [0.093, -0.224, 0.558], [0.415, -0.181, -0.069], [-0.209, 0.062, 0.293], [-0.175, -0.061, -0.196], [-0.200, 0.142, -0.141], [-0.301, 0.245, -0.473], [-0.129, 0.064, -0.198], [0.203, 0.170, -0.005], [-0.328, -0.160, 0.296], [-0.069, -0.153, -0.272], [-0.209, -0.060, -1.287], [-0.044, -0.215, 0.194], [-0.471, -0.289, 0.190], [-0.055, 0.147, 0.084]],
  "lowdin_charge": [0.0271, -0.3256, 0.0848, 0.0533, 0.1318, 0.0388, -0.3275, 0.0575, 0.1132, 0.0371, 0.0321, 0.0305, 0.7094, 0.0301, 0.0511, -0.2324, 0.0381, -0.2495, 0.1302, 0.0716, 0.0529, 0.0565, -0.0255, 0.0560, 0.0558, -0.0331, -0.2470, 0.0743, -0.2426, -0.2410, 0.0566, 0.0732, 0.0581, -0.2390, -0.0284, 0.0720, 0.0421, 0.0533, 0.0732, 0.1274, -0.2541, 0.6985, 0.1271, 0.7297, -0.2278, 0.0451, 0.7330, 0.0600, 0.0751, 1.0252, 0.0400, 0.0581, -0.0732, 0.0819, -0.2284, -0.0126, 0.0762, 0.0472, 0.0386, -0.0811, -0.2411, 0.0330, -0.0408, 0.0787, -0.2691, 0.0808, 0.0518, 0.0518],
  "gap_ev": 7.17,
  "total_charge": 3,
  "total_energy_ev": -62167.9422,
  "largest_force_ev_per_a": 2.73
}

---

Energy relative to the best compared isomer or geometry (same formula, charge and spin) for every record listed, in sequence, given in eV: 0.000 0.000 0.454.